A) 9
Properties=species:S:1:pos:R:3 method="wB97M-V/def2-TZVPD" gap_ev=10.2 homo_energy_ev=-9.50 smiles="ClC1=CC1.Cl"
Cl -0.1078 1.5177 -2.3642
C -0.2802 1.0032 -0.8114
C -0.2136 1.1641 0.4505
C -0.7941 -0.2240 0.0393
H -0.0225 1.6674 1.3008
H -0.2291 -1.1954 0.2687
H -1.9170 -0.2889 0.0049
Cl 2.4820 -0.8957 -0.3668
H 2.3306 -0.0074 0.6008

B) 9
Properties=species:S:1:pos:R:3 method="wB97M-V/def2-TZVPD" gap_ev=8.6 homo_energy_ev=-9.63
C 1.3587 -0.1403 0.7149
C 1.1350 -0.0955 -0.5615
C -2.2646 -0.0731 -0.7438
Cl -2.3038 1.6664 -0.8209
Cl -2.4309 -0.6013 0.8190
H 1.3124 0.6273 1.4940
H 1.3721 -1.1686 1.1368
H 0.8909 -1.0533 -0.9989
H 0.9303 0.8385 -1.0396

Which of them is the most stable, and which is the least stable? A) and B), in that order.

A) 9
Properties=species:S:1:pos:R:3 method="wB97M-V/def2-TZVPD" gap_ev=10.0 homo_energy_ev=-9.31 smiles="ClC1=CC1.Cl"
Cl 2.2944 -0.8589 0.5482
C 1.0620 0.1887 0.1184
C 0.6394 1.4187 0.0813
C -0.1460 0.3958 -0.7659
H 0.6641 2.3648 0.4143
H -1.0560 0.1168 -0.4532
H 0.0789 0.4415 -1.8051
Cl -0.5540 -2.8680 0.2479
H -1.3583 -2.2450 1.0971

B) 9
Properties=species:S:1:pos:R:3 method="wB97M-V/def2-TZVPD" gap_ev=11.2 homo_energy_ev=-10.14 smiles=Cl[C@@H]1C[C@H]1Cl
Cl -2.0005 -1.3019 -0.0743
C -0.5279 -0.5067 -0.3135
C 0.5544 -0.3004 0.5826
C -0.0081 0.8878 -0.0478
Cl 0.9361 1.5127 -1.4625
H -0.2994 -0.8106 -1.3109
H 0.2218 -0.5642 1.6796
H 1.5942 -0.6022 0.3769
H -0.4707 1.6855 0.5698

C) 9
Properties=species:S:1:pos:R:3 method="wB97M-V/def2-TZVPD" gap_ev=9.4 homo_energy_ev=-8.72
C -0.8751 -0.0299 -0.6794
C -0.3844 -0.0163 0.7615
C 0.8935 -0.0461 0.0596
Cl 1.8870 -1.4290 0.0222
Cl 1.8765 1.4252 0.0054
H -0.8954 -0.8559 -1.4004
H -0.9314 0.8432 -1.2396
H -0.7263 0.9946 1.0319
H -0.8445 -0.8858 1.4387

Which of them is the most stable, and which is the least stable? B) and A), in that order.

A) 17
Properties=species:S:1:pos:R:3 method="wB97M-V/def2-TZVPD" gap_ev=6.7 homo_energy_ev=-7.08
C -0.7234 -2.3514 0.0064
C -1.9307 -1.7115 -0.1922
C 0.4289 -1.6776 0.2334
C -1.9365 -0.3338 0.0461
C 2.4009 0.7036 -0.3627
C -2.1908 2.1371 -0.0112
C 1.3414 0.6122 0.4906
N -2.2178 0.8460 0.0753
N 0.4212 -0.3841 0.3676
H -0.8257 -3.4366 -0.0446
H -2.8296 -2.2826 -0.3547
H 1.3586 -2.3750 0.2760
H 2.9507 1.6124 -0.5126
H 2.4544 -0.0377 -1.1627
H -1.3936 2.7323 0.1753
H -3.2208 2.6046 0.1483
H 0.9307 1.4810 1.0132

B) 17
Properties=species:S:1:pos:R:3 method="wB97M-V/def2-TZVPD" gap_ev=7.3 homo_energy_ev=-7.62
C -0.2737 -2.0858 0.8523
C 0.8483 -1.3695 1.2331
C -0.8843 -1.5157 -0.2787
C 1.2410 -0.1780 0.7147
C -2.0029 1.1150 -1.8029
C 1.8128 1.0897 0.8125
C -0.7639 0.6329 -1.5608
N 2.2792 1.4136 1.9702
N -0.3829 -0.3981 -0.7291
H -0.6428 -2.9786 1.5170
H 1.3023 -1.8004 2.1008
H -1.8223 -1.8713 -0.5816
H -2.0424 2.0412 -2.4587
H -2.9801 0.7882 -1.2633
H 1.6956 1.7386 -0.1351
H 0.0102 1.0689 -2.3119
H 2.6059 2.3093 1.9213

C) 17
Properties=species:S:1:pos:R:3 method="wB97M-V/def2-TZVPD" gap_ev=8.3 homo_energy_ev=-7.82
C 0.7896 -0.4321 -0.9874
C -0.5588 -0.3910 -1.1590
C 0.7391 1.1715 0.8087
C -0.5900 1.2188 0.6541
C -0.0576 -1.0365 1.0449
C 1.1961 -0.2663 0.4720
C -1.0054 -0.2014 0.2359
N 1.0147 -0.1138 -2.4199
N -0.4658 -0.1822 -2.5656
H 1.5195 1.9355 1.0892
H -1.0721 2.1699 0.7960
H -0.1803 -2.1481 0.6278
H -0.0438 -0.8964 2.0464
H 2.2732 -0.4442 0.6353
H -2.5779 -0.7130 1.0941
H 1.5288 -0.7570 -3.0387
H -0.8874 0.6120 -3.0467

D) 17
Properties=species:S:1:pos:R:3 method="wB97M-V/def2-TZVPD" gap_ev=9.6 homo_energy_ev=-9.43
C 2.5900 1.2751 0.1131
C 3.5368 -0.9655 -0.3853
C -0.1962 0.3138 0.7052
C -1.3248 0.3027 -0.0270
C 2.5913 -0.1497 0.0587
C 0.7677 -0.7269 0.4470
C -2.4760 1.3180 -0.0238
N 2.7041 2.4502 0.1075
N 0.6323 -1.9380 0.5916
H 3.3193 -2.1033 -0.3819
H 4.5460 -0.6304 -0.5448
H -0.0876 0.9861 1.5195
H -1.4451 -0.5267 -0.7580
H -2.2900 1.8880 -0.9526
H -3.5256 1.0289 0.1480
H -2.1112 2.0318 0.7602
H 1.3912 -2.5765 0.6646

Which of them is the most stable, and which is the least stable? D) and C), in that order.

A) 9
Properties=species:S:1:pos:R:3 method="wB97M-V/def2-TZVPD" gap_ev=9.2 homo_energy_ev=-9.59 smiles=CP(N)Cl
C 0.1659 0.8653 0.7090
P -0.8889 -0.6114 0.9240
N -0.4188 -1.4721 -0.5106
Cl -2.9719 0.1115 -0.2066
H -0.1337 1.7741 1.2201
H 0.3816 1.1141 -0.3998
H 1.1306 0.4727 1.1068
H 0.3439 -1.1356 -1.0832
H -1.2131 -1.5503 -1.1504

B) 9
Properties=species:S:1:pos:R:3 method="wB97M-V/def2-TZVPD" gap_ev=9.4 homo_energy_ev=-8.85 smiles=CNPCl
C -0.4007 -0.4211 0.2949
N 0.1753 0.9317 0.4736
P 1.4184 1.3886 -1.1699
Cl 1.3875 3.3529 -0.9376
H -1.2860 -0.5716 -0.5075
H 0.3801 -1.1608 0.0490
H -0.8551 -0.7137 1.2815
H 0.7317 0.8781 1.2861
H 0.3664 1.1838 -2.0567

Which of them is the most stable, and which is the least stable? A) and B), in that order.

A) 19
Properties=species:S:1:pos:R:3 method="wB97M-V/def2-TZVPD" gap_ev=10.6 homo_energy_ev=-9.96 smiles="N[N+](=O)[O-].CCC(C)=O"
N -3.4436 -1.1706 -0.1061
N -3.8767 -0.0305 0.4168
O -3.1118 0.8916 0.3959
O -5.0108 -0.0226 0.8570
H -4.2302 -1.8076 -0.3574
H -2.5811 -1.1735 -0.7412
C 1.0682 0.1566 1.5265
C -0.3315 0.0855 1.0338
C -0.3109 -0.2508 -0.4590
C 0.0781 0.9997 -1.2357
O -0.5956 -1.3311 -0.9926
H 0.9888 0.0954 2.6112
H 1.6748 1.1792 1.4832
H 1.7307 -0.5434 1.0475
H -0.9423 -0.7432 1.3359
H -0.8157 0.9788 1.2809
H -0.3970 1.9563 -0.9285
H 1.1371 1.1815 -1.1659
H -0.2775 0.9328 -2.2354

B) 19
Properties=species:S:1:pos:R:3 method="wB97M-V/def2-TZVPD" gap_ev="7.6 / 7.6" homo_energy_ev="-8.35 / -8.35"
C -2.2873 0.2393 0.0547
C 0.6944 1.7742 1.0149
C 0.1257 1.0035 -0.1691
O -0.9633 0.0390 0.4839
O -0.1887 1.6277 -1.1762
H -2.3739 0.9822 -0.7461
H -2.6885 -0.7163 -0.3024
H -2.8910 0.6092 0.8929
H 1.7451 1.9991 0.8261
H 0.6799 1.1980 1.9384
H 0.1669 2.7184 1.1323
N 0.3222 -2.5659 -0.5634
C 1.1477 -0.4636 -0.8613
O 2.1503 -0.8409 0.0327
N 0.2224 -1.4303 -1.1687
H 2.0758 -0.2761 0.8120
H -0.4730 -3.1833 -0.6566
H 0.9524 -2.6340 0.2385
H 1.5830 -0.0800 -1.7828

Which of them is the most stable, and which is the least stable? A) and B), in that order.

A) 18
Properties=species:S:1:pos:R:3 method="wB97M-V/def2-TZVPD" charge=-1 gap_ev=9.0 homo_energy_ev=-4.80
C 0.2865 -0.3354 -1.8719
O 0.1208 -1.6817 -1.5173
C -0.9999 0.4822 -1.7351
N -0.6612 1.8884 -1.5319
H 1.0370 0.1544 -1.2440
H 0.6549 -0.2742 -2.9009
H -0.0748 -1.6501 -0.5404
H -1.6004 0.3832 -2.6405
H -1.5682 0.0640 -0.9032
H -0.2288 1.9341 -0.6059
H -1.5236 2.4386 -1.4618
O -0.2998 -1.3386 1.1300
C 0.2010 -0.3299 1.6800
O 0.1173 0.8547 1.3037
C 0.9957 -0.5931 2.9659
H 1.3519 0.3456 3.3824
H 0.3455 -1.0885 3.6855
H 1.8463 -1.2535 2.8054

B) 18
Properties=species:S:1:pos:R:3 method="wB97M-V/def2-TZVPD" charge=-1 gap_ev=8.1 homo_energy_ev=-4.40
C -1.2595 1.1967 -0.4712
N -0.1262 0.2800 -0.4471
C 0.8356 0.6809 -1.3309
C 0.4017 0.3018 0.9131
C -0.5465 -0.4220 1.9470
O -0.5877 -0.0653 3.1346
O -1.1078 -1.4467 1.4707
H -2.0132 0.8622 0.2749
H -0.7274 2.3012 -0.3215
H -1.7418 1.0679 -1.4695
H 0.5731 0.4604 -2.4124
H 1.0995 1.7551 -1.3523
H 1.7094 0.0230 -1.1030
H 0.5946 1.3767 1.2389
H 1.4169 -0.0696 0.7946
H 0.5575 -2.5793 -1.0393
H 0.0761 -2.7004 0.3755
O 0.8454 -3.0226 -0.2021

Which of them is the most stable, and which is the least stable? A) and B), in that order.